Here is a 2-piece molecular cluster, C3H4N2O2 overall from the OMol25 dataset. Energies are from the ωB97M-V functional and the def2-TZVPD basis.

## Properties
- relative energy (zero: lowest compared OMol25 entry of this formula, charge and spin) (kJ/mol) = 665.5
- Kohn-Sham gap (eV) = 9.229
- LUMO energy (Eh) = 0.00409
- calculated total energy (Ha) = -376.51033
- max |F| (eV Å⁻¹) = 6.71
- HOMO level (eV) = -9.118

Last column: natural (NBO) charge in e.
CARTESIAN COORDINATES (ANGSTROEM)
C 0.502 -0.716 -0.530  0.38
C -0.755 -1.113 -0.270  -0.38
C -1.387 0.128 0.131  -0.03
H 2.441 -1.406 -0.258  0.46
H -1.225 -2.224 -0.387  0.25
H -2.196 0.201 0.933  0.24
H 0.282 2.417 1.280  0.49
N -0.381 0.923 0.248  0.11
N 0.815 0.558 -0.258  -0.36
O 1.401 -1.646 -1.077  -0.64
O -0.463 1.753 1.390  -0.52